(1)
{
  "formula": "C5H7NO",
  "method": "the ωB97M-V functional and the def2-TZVPD basis",
  "species": ["O", "C", "C", "C", "C", "C", "N", "H", "H", "H", "H", "H", "H", "H"],
  "coordinates": [[-2.207, -1.497, 1.436], [-1.286, -0.674, 0.860], [-0.641, -1.016, -0.251], [0.421, -0.200, -0.915], [0.617, 1.302, -0.562], [1.963, 0.779, -0.150], [1.821, -0.464, -0.424], [-2.543, -1.098, 2.245], [-1.117, 0.275, 1.368], [-0.867, -1.988, -0.684], [0.385, -0.370, -1.996], [-0.011, 1.710, 0.234], [0.601, 1.989, -1.415], [2.863, 1.251, 0.253]],
  "mulliken_charge": [-0.47, -0.12, -0.48, 0.24, -0.60, -0.01, -0.58, 0.34, 0.17, 0.30, 0.39, 0.22, 0.24, 0.37],
  "spin_multiplicity": 1,
  "homo_energy_ev": -8.843,
  "lumo_ev": 0.727,
  "total_energy_ha": -324.634758,
  "gap_ev": 9.5699,
  "e_above_lowest_kj_mol": 235.5
}

***

(2)
{
  "formula": "C19H57N3O10",
  "method": "the ωB97M-V functional and the def2-TZVPD basis",
  "species": ["C", "O", "H", "H", "H", "H", "C", "O", "H", "H", "H", "H", "C", "O", "H", "H", "H", "H", "C", "C", "C", "O", "C", "N", "H", "H", "H", "H", "H", "H", "H", "H", "H", "H", "H", "C", "C", "C", "O", "C", "N", "H", "H", "H", "H", "H", "H", "H", "H", "H", "H", "H", "C", "C", "C", "O", "C", "N", "H", "H", "H", "H", "H", "H", "H", "H", "H", "H", "H", "C", "C", "O", "O", "H", "H", "H", "H", "H", "H", "C", "C", "O", "O", "H", "H", "H", "H", "H", "H"],
  "coordinates": [[2.088, 1.888, 5.503], [3.386, 2.158, 5.985], [1.409, 2.670, 5.869], [1.955, 1.916, 4.418], [1.673, 0.952, 5.882], [3.403, 2.995, 6.443], [0.674, 0.758, 1.601], [1.049, -0.198, 0.638], [1.548, 1.366, 1.868], [-0.180, 1.347, 1.261], [0.413, 0.189, 2.496], [1.033, 0.168, -0.255], [0.466, -2.862, 3.368], [1.296, -2.919, 4.551], [0.664, -3.745, 2.763], [-0.574, -2.665, 3.614], [0.855, -2.016, 2.804], [1.222, -3.808, 4.911], [-2.954, 1.895, 4.036], [-2.866, 1.619, 2.536], [-4.186, 1.163, 1.955], [-3.991, 0.653, 0.635], [-5.125, 0.077, 0.045], [-2.406, 2.913, 1.936], [-2.035, 2.285, 4.457], [-3.192, 0.928, 4.507], [-3.813, 2.499, 4.334], [-2.114, 0.914, 2.177], [-4.953, 1.947, 1.867], [-4.620, 0.351, 2.558], [-4.840, -0.548, -0.797], [-5.674, 0.918, -0.413], [-5.897, -0.375, 0.675], [-2.164, 2.697, 0.968], [-3.249, 3.479, 1.838], [-2.104, 2.445, -3.022], [-1.301, 2.682, -1.725], [0.177, 2.923, -1.948], [0.882, 1.741, -2.215], [2.165, 1.934, -2.786], [-1.834, 3.820, -0.965], [-1.787, 2.858, -3.983], [-3.157, 2.656, -2.841], [-2.078, 1.374, -3.272], [-1.351, 1.741, -1.166], [0.638, 3.430, -1.087], [0.293, 3.709, -2.713], [2.119, 2.533, -3.695], [2.563, 0.935, -2.928], [2.826, 2.416, -2.057], [-2.848, 3.864, -0.971], [-1.624, 4.628, -1.558], [1.673, -1.824, -2.427], [1.070, -1.733, -3.818], [2.154, -1.606, -4.869], [1.536, -1.371, -6.141], [2.407, -1.646, -7.224], [0.157, -2.875, -4.006], [2.262, -2.713, -2.202], [0.834, -1.776, -1.730], [2.288, -0.952, -2.207], [0.410, -0.861, -3.841], [2.773, -2.505, -4.961], [2.804, -0.743, -4.688], [3.190, -0.882, -7.277], [1.785, -1.570, -8.116], [2.823, -2.655, -7.150], [-0.106, -2.961, -4.984], [0.651, -3.738, -3.788], [-2.515, -2.530, -1.496], [-1.841, -2.209, -0.174], [-2.238, -3.134, 0.821], [-2.132, -1.796, -2.641], [-3.597, -2.564, -1.402], [-2.101, -3.541, -1.653], [-2.153, -1.179, 0.082], [-0.763, -2.059, -0.232], [-3.172, -2.965, 0.985], [-1.220, -2.052, -2.895], [4.091, -0.759, 3.765], [4.026, -0.639, 2.244], [5.081, -1.376, 1.602], [4.157, -2.142, 4.110], [3.212, -0.356, 4.271], [4.970, -0.200, 4.082], [4.100, 0.393, 1.899], [3.122, -1.087, 1.815], [5.120, -2.198, 2.118], [3.257, -2.491, 4.027]],
  "mulliken_charge": [-0.51, -0.50, 0.39, 0.10, 0.23, 0.32, -0.21, 0.10, 0.27, -0.14, 0.22, -0.10, -0.19, -0.56, 0.35, 0.31, -0.22, 0.27, -1.82, 1.54, -1.01, 0.00, -0.96, -0.66, 0.45, 0.38, 0.33, -0.35, 0.35, 0.44, 0.23, 0.33, 0.37, 0.01, 0.32, -1.65, 2.16, -1.54, 0.06, -0.76, -0.73, 0.34, 0.45, 0.25, -0.75, 0.38, 0.50, 0.31, 0.07, 0.33, 0.26, 0.30, -0.42, 0.89, -0.97, -0.32, -0.76, -0.60, 0.45, -0.46, 0.21, 0.05, 0.40, 0.33, 0.29, 0.25, 0.33, 0.21, 0.27, -0.73, 0.93, -0.57, -0.52, 0.42, 0.30, -0.53, -0.07, 0.35, 0.23, -0.32, 0.02, -0.59, -0.65, 0.20, 0.29, 0.33, -0.08, 0.37, 0.39],
  "spin_multiplicity": 1,
  "homo_energy_ev": -9.274,
  "lumo_ev": 0.612,
  "total_energy_ha": -1674.592153,
  "gap_ev": 9.8864,
  "smiles": "COC[C@H](C)N.COC[C@H](C)N.COC[C@H](C)N.OCCO.OCCO.CO.CO.CO",
  "e_above_lowest_kj_mol": 59.8
}

***

(3)
{
  "formula": "C7H14O4",
  "method": "the ωB97M-V functional and the def2-TZVPD basis",
  "species": ["O", "O", "O", "O", "C", "C", "C", "C", "C", "C", "C", "H", "H", "H", "H", "H", "H", "H", "H", "H", "H", "H", "H", "H", "H"],
  "coordinates": [[-1.933, 2.132, -0.908], [-1.079, 0.074, -1.417], [1.281, 1.463, 0.427], [0.689, -2.067, -2.416], [1.785, 2.003, 1.674], [-0.951, 0.838, 0.925], [-0.269, -2.611, -0.189], [-1.792, 0.814, -0.363], [0.320, -0.229, -0.910], [0.371, 0.357, 0.471], [0.655, -1.723, -1.025], [-1.173, 2.143, -1.441], [-0.233, -1.893, -2.798], [0.950, 2.419, 2.271], [2.497, 2.821, 1.515], [2.371, 1.202, 2.166], [-1.097, 1.801, 1.431], [-1.382, 0.238, 1.759], [-1.163, -2.877, -0.829], [-0.720, -2.115, 0.645], [0.280, -3.409, 0.244], [-2.784, 0.417, -0.170], [0.989, 0.397, -1.532], [0.748, -0.359, 1.189], [1.639, -1.834, -0.718]],
  "mulliken_charge": [-0.57, -0.58, -0.39, -0.59, -0.72, -0.89, -1.15, -0.15, -0.20, 0.33, -0.23, 0.41, 0.40, 0.26, 0.28, 0.30, 0.36, 0.30, 0.26, 0.32, 0.33, 0.41, 0.41, 0.56, 0.51],
  "spin_multiplicity": 1,
  "homo_energy_ev": -9.767,
  "lumo_ev": 0.738,
  "total_energy_ha": -576.016266,
  "gap_ev": 10.5051,
  "smiles": "CO[C@H]1C[C@@H](O)O[C@@H]1[C@@H](C)O",
  "e_above_lowest_kj_mol": 106.8
}

***

(4)
{
  "formula": "C5H36O13",
  "method": "the ωB97M-V functional and the def2-TZVPD basis",
  "species": ["C", "C", "C", "C", "C", "H", "H", "H", "H", "H", "H", "H", "H", "H", "H", "H", "H", "O", "H", "H", "O", "H", "H", "O", "H", "H", "O", "H", "H", "O", "H", "H", "O", "H", "H", "O", "H", "H", "O", "H", "H", "O", "H", "H", "O", "H", "H", "O", "H", "H", "O", "H", "H", "O"],
  "coordinates": [[2.078, -3.096, -1.297], [2.802, -1.685, -1.804], [1.864, -0.593, -1.539], [1.647, -0.118, -0.251], [0.615, 0.787, 0.278], [2.214, -3.379, -0.225], [2.351, -3.785, -2.081], [1.052, -2.777, -1.269], [3.055, -1.989, -2.799], [3.700, -1.479, -1.234], [1.406, -0.096, -2.413], [2.209, -0.530, 0.536], [0.598, 0.893, 1.368], [-0.324, 0.529, -0.186], [0.831, 1.922, 0.146], [2.477, 1.740, 1.933], [2.283, 2.803, 3.216], [2.212, 2.614, 2.286], [-3.057, 3.438, 1.165], [-2.389, 2.232, 0.935], [-2.835, 2.910, 0.390], [2.220, 3.062, -1.711], [2.232, 2.666, -0.136], [1.963, 3.293, -0.808], [-2.439, -4.068, -0.641], [-2.253, -2.529, -0.927], [-1.995, -3.229, -0.319], [-2.645, -1.731, 1.216], [-2.864, -3.068, 2.125], [-2.899, -2.113, 2.048], [-1.375, 2.991, -1.365], [0.192, 3.316, -1.227], [-0.522, 3.018, -1.804], [-4.267, 1.075, -1.354], [-3.722, -0.047, -2.404], [-4.329, 0.189, -1.707], [-2.201, -2.671, -3.661], [-1.543, -1.344, -3.166], [-1.504, -2.310, -3.098], [0.454, -1.711, 3.579], [1.802, -2.061, 4.007], [1.274, -1.249, 3.893], [-0.135, 3.499, 0.910], [0.098, 3.783, 2.381], [-0.314, 3.136, 1.796], [2.146, -0.115, 2.889], [3.599, 0.182, 3.064], [2.941, 0.131, 2.358], [-0.761, -2.443, 1.901], [0.729, -2.385, 1.581], [0.086, -2.832, 2.173], [-0.940, 0.362, -4.503], [-0.974, 0.923, -2.940], [-1.184, 0.267, -3.588]],
  "mulliken_charge": [-0.69, -0.54, -0.51, 0.35, -0.55, 0.27, 0.33, 0.19, 0.44, 0.34, 0.31, 0.80, 0.35, 0.57, -0.78, 0.40, 0.28, -0.62, 0.32, 0.28, -0.60, 0.33, 0.35, -0.68, 0.28, 0.32, -0.56, 0.28, 0.34, -0.65, 0.33, 0.34, -0.59, 0.32, 0.32, -0.63, 0.31, 0.38, -0.66, 0.39, 0.33, -0.73, 0.30, 0.28, -0.55, 0.46, 0.29, -0.72, 0.38, 0.31, -0.71, 0.26, 0.26, -0.60],
  "spin_multiplicity": 2,
  "homo_energy_ev": [-13.569, -13.565],
  "lumo_ev": [-4.176, -7.739],
  "total_energy_ha": -1189.803440,
  "gap_ev": [9.3923, 5.8258],
  "s2": 0.753,
  "e_above_lowest_kj_mol": 0.0,
  "charge": 1
}

***

(5)
{
  "formula": "C3H5N8S",
  "method": "the ωB97M-V functional and the def2-TZVPD basis",
  "species": ["C", "C", "C", "N", "N", "N", "N", "N", "N", "N", "N", "S", "H", "H", "H", "H", "H"],
  "coordinates": [[0.169, -0.439, -0.113], [-1.304, -1.913, -1.582], [1.295, 1.619, 1.344], [-0.085, -1.733, 0.210], [-0.736, -2.527, -0.629], [0.524, 2.665, 1.614], [0.715, 0.570, 0.688], [-0.656, 2.805, 1.406], [-1.648, 3.305, 1.389], [-1.976, -2.161, -2.677], [2.583, 1.495, 1.602], [-0.663, -0.096, -1.560], [-2.402, -3.064, -2.820], [-1.981, -1.502, -3.422], [3.148, 0.949, 1.024], [0.055, -2.151, 1.241], [2.962, 2.177, 2.283]],
  "mulliken_charge": [0.41, 0.60, 0.55, 0.23, -0.75, -0.30, -0.50, 0.73, -0.43, -0.37, -0.32, -0.19, 0.26, 0.19, 0.24, 0.35, 0.27],
  "spin_multiplicity": 1,
  "homo_energy_ev": -12.511,
  "lumo_ev": -3.757,
  "total_energy_ha": -953.184988,
  "gap_ev": 8.7534,
  "smiles": "N#[N+]/N=C(N)\\N=c1\\[nH]nc(N)s1",
  "charge": 1
}